{
  "formula": "C36H30BaN7O12S2",
  "method": "wB97M-V/def2-TZVPD",
  "total_charge": -1,
  "orbital_gap_ev": 6.102,
  "max_force_ha_per_bohr": 0.0163,
  "homo_energy_ev": -4.5425,
  "symbols": ["Ba", "C", "O", "C", "N", "C", "C", "C", "C", "C", "C", "C", "C", "C", "C", "C", "C", "N", "C", "N", "C", "C", "O", "C", "C", "C", "C", "C", "C", "H", "H", "H", "H", "H", "H", "H", "H", "H", "H", "H", "H", "H", "H", "H", "H", "H", "H", "H", "O", "S", "O", "O", "O", "C", "C", "C", "C", "N", "C", "S", "N", "C", "H", "H", "H", "H", "H", "H", "H", "H", "O", "C", "O", "C", "C", "C", "C", "C", "C", "N", "O", "O", "N", "O", "O", "H", "H", "H"],
  "xyz": [[0.74, -0.88, 0.19], [-1.58, 2.62, 3.55], [-2.35, 2.73, 2.32], [-1.77, 1.88, 1.45], [-0.75, 1.22, 1.82], [-0.53, 1.51, 3.25], [-0.75, 0.30, 4.13], [-1.67, -0.68, 3.79], [-1.92, -1.73, 4.66], [-1.27, -1.80, 5.88], [-0.35, -0.82, 6.23], [-0.08, 0.22, 5.35], [-2.40, 1.81, 0.11], [-3.47, 2.64, -0.21], [-4.02, 2.54, -1.47], [-3.49, 1.62, -2.37], [-2.43, 0.84, -1.95], [-1.89, 0.93, -0.74], [-1.80, -0.15, -2.84], [-0.92, -0.98, -2.48], [-0.47, -1.72, -3.66], [-1.44, -1.23, -4.77], [-2.20, -0.16, -4.14], [-0.47, -3.21, -3.44], [-0.08, -4.05, -4.48], [-0.06, -5.42, -4.31], [-0.41, -5.97, -3.08], [-0.78, -5.14, -2.03], [-0.81, -3.76, -2.21], [-2.26, 2.33, 4.34], [-1.14, 3.59, 3.77], [0.49, 1.87, 3.37], [-2.14, -0.66, 2.82], [-2.60, -2.52, 4.35], [-1.46, -2.63, 6.55], [0.19, -0.89, 7.16], [0.67, 0.96, 5.60], [-3.84, 3.34, 0.52], [-4.85, 3.17, -1.76], [-3.89, 1.50, -3.37], [0.55, -1.40, -3.86], [-2.14, -2.00, -5.10], [-0.93, -0.81, -5.63], [0.22, -3.62, -5.43], [0.25, -6.07, -5.12], [-0.38, -7.05, -2.93], [-1.04, -5.56, -1.06], [-1.12, -3.12, -1.39], [-1.48, -4.67, 2.26], [-0.47, -3.78, 1.69], [0.41, -3.04, 3.14], [-1.09, -2.53, 1.22], [2.43, -2.59, 1.00], [5.91, -4.11, 3.15], [4.43, -3.87, 3.11], [3.51, -4.80, 3.55], [2.15, -4.46, 3.57], [1.75, -3.31, 3.12], [2.63, -2.30, 2.26], [2.40, -0.58, 2.82], [4.03, -2.69, 2.69], [1.16, -5.40, 4.19], [6.13, -5.14, 3.45], [6.39, -3.44, 3.87], [6.36, -3.93, 2.17], [3.83, -5.77, 3.91], [4.70, -1.99, 2.41], [1.63, -6.36, 4.38], [0.27, -5.55, 3.57], [0.81, -4.98, 5.14], [4.38, -0.24, -2.58], [3.38, -0.93, -2.39], [2.26, -0.61, -1.87], [3.45, -2.37, -2.85], [3.11, -3.42, -2.00], [3.21, -4.72, -2.46], [3.60, -5.02, -3.75], [3.90, -3.96, -4.58], [3.85, -2.64, -4.14], [4.28, -4.24, -5.97], [4.40, -5.40, -6.30], [4.36, -3.30, -6.74], [2.90, -5.84, -1.56], [2.54, -5.58, -0.43], [3.00, -6.97, -2.01], [2.80, -3.23, -0.96], [3.66, -6.04, -4.09], [4.15, -1.84, -4.80]]
}



{
  "formula": "BF4H16O8",
  "method": "wB97M-V/def2-TZVPD",
  "total_charge": -1,
  "orbital_gap_ev": 10.546,
  "max_force_ha_per_bohr": 0.0577,
  "homo_energy_ev": -7.5518,
  "symbols": ["B", "F", "F", "F", "F", "O", "H", "H", "O", "H", "H", "O", "H", "H", "O", "H", "H", "O", "H", "H", "O", "H", "H", "O", "H", "H", "O", "H", "H"],
  "xyz": [[-0.24, -0.55, 1.18], [-1.53, -1.14, 1.12], [-0.38, 0.47, 2.10], [0.61, -1.51, 1.63], [0.09, -0.01, -0.06], [-0.86, -0.83, -2.70], [-0.77, 0.04, -3.17], [-0.27, -0.74, -1.99], [0.59, 3.00, 1.60], [-0.25, 3.36, 1.23], [0.21, 2.16, 1.91], [-2.54, 1.63, 0.07], [-2.55, 1.57, 1.00], [-2.33, 0.75, -0.26], [3.01, -0.36, 1.56], [3.21, 0.15, 2.33], [2.09, -0.67, 1.65], [2.26, -0.90, -1.55], [3.13, -0.70, -1.22], [2.10, -0.27, -2.23], [-3.69, -0.96, -0.41], [-3.14, -1.08, 0.40], [-4.30, -0.25, -0.29], [0.53, 2.39, -1.29], [-0.14, 2.98, -0.87], [0.35, 1.54, -0.82], [1.85, -3.65, -0.34], [1.81, -2.89, -0.92], [1.15, -3.53, 0.33]]
}



{
  "formula": "CHAs4F24O3Zn",
  "method": "wB97M-V/def2-TZVPD",
  "total_charge": -3,
  "orbital_gap_ev": 9.233,
  "max_force_ha_per_bohr": 0.0313,
  "homo_energy_ev": -2.7362,
  "symbols": ["Zn", "As", "F", "F", "F", "F", "F", "F", "As", "F", "F", "F", "F", "F", "F", "As", "F", "F", "F", "F", "F", "F", "As", "F", "F", "F", "F", "F", "F", "O", "C", "O", "O", "H"],
  "xyz": [[-14.90, -18.23, 2.29], [-17.34, -20.85, 0.80], [-16.37, -19.67, 1.74], [-18.74, -20.18, 1.56], [-18.34, -21.94, -0.12], [-15.91, -21.54, 0.18], [-17.26, -21.98, 2.11], [-17.40, -19.72, -0.47], [-16.23, -15.47, 0.06], [-15.95, -16.95, 1.04], [-17.92, -15.60, 0.39], [-16.52, -14.05, -0.90], [-14.53, -15.35, -0.17], [-16.39, -16.46, -1.32], [-16.07, -14.52, 1.50], [-12.58, -18.99, -0.59], [-11.18, -18.71, 0.38], [-11.59, -19.68, -1.85], [-13.98, -19.19, -1.55], [-13.60, -18.32, 0.74], [-12.37, -17.40, -1.23], [-12.79, -20.52, 0.13], [-13.54, -21.25, 4.23], [-11.97, -21.17, 3.53], [-12.98, -22.48, 5.33], [-15.09, -21.29, 4.98], [-14.10, -19.97, 3.12], [-14.02, -22.44, 3.10], [-13.06, -20.01, 5.34], [-14.32, -16.54, 5.64], [-14.56, -17.11, 4.44], [-13.72, -16.94, 3.51], [-15.59, -17.78, 4.23], [-13.51, -16.06, 5.46]]
}



The energy relative to the best compared isomer or geometry (same formula, charge and spin) results, record by record, are as follows: 3.279, 0.718, 0.000 eV.